1.
Below is a molecular structure, C34H31AsN2O7P2S3V, with properties calculated with ωB97M-V/def2-TZVPD.

Calculated values
E_tot in Eh: -7007.41238
Highest occupied orbital energy (alpha / beta) in eV: -3.63 / -3.87
M in Da: 863.644
Gap between HOMO and LUMO (alpha / beta) in eV: 5.6857 / 5.9376

Structure (ORCA input):
```
! RIJCOSX wB97M-V def2-TZVPD def2/J DEFGRID3
* xyz -1 3
V 0.560 0.430 -0.235
O 2.177 2.043 0.966
As 1.455 3.375 0.319
O 2.496 4.356 -0.443
O 0.114 2.782 -0.802
C 0.148 4.356 1.356
C 0.407 5.424 2.201
C -0.655 6.183 2.667
C -1.957 5.888 2.275
C -2.213 4.814 1.439
C -1.149 4.056 0.984
S -1.340 2.604 -0.101
O -3.725 1.749 1.698
O -0.099 0.655 1.579
O -2.316 3.008 -1.117
H 3.548 1.714 -0.228
H 1.430 5.664 2.463
H -0.468 7.023 3.324
H -2.774 6.509 2.622
H -3.218 4.570 1.124
C -0.587 -3.126 -1.191
C -1.719 -2.482 -0.408
P -1.654 -0.620 -0.374
C -2.403 -0.279 -2.008
C -1.612 0.288 -3.004
C -2.139 0.514 -4.267
C -3.454 0.173 -4.545
C -4.248 -0.392 -3.556
C -3.725 -0.621 -2.295
C -3.092 -0.442 0.754
C -3.941 0.769 0.687
C -4.945 1.024 1.763
C -5.084 0.025 2.819
C -4.190 -0.973 2.893
C -3.172 -1.169 1.900
C 0.698 -3.218 -0.368
P 1.658 -1.629 -0.239
C 2.815 -1.906 -1.643
C 2.321 -2.217 -2.909
C 3.181 -2.412 -3.977
C 4.551 -2.287 -3.801
C 5.049 -1.947 -2.553
C 4.189 -1.757 -1.482
C 2.779 -2.043 1.153
C 3.091 -1.036 2.063
C 3.912 -1.305 3.150
C 4.442 -2.574 3.322
C 4.166 -3.572 2.396
C 3.339 -3.309 1.316
H -0.424 -2.553 -2.107
H -0.884 -4.137 -1.484
H -1.703 -2.848 0.619
H -2.686 -2.741 -0.845
H -0.586 0.559 -2.778
H -1.523 0.966 -5.034
H -3.866 0.354 -5.530
H -5.278 -0.653 -3.769
H -4.343 -1.055 -1.515
H -4.126 1.195 -0.292
H -5.814 1.629 1.522
H -5.899 0.120 3.524
H -4.260 -1.694 3.698
H -2.509 -2.010 2.047
H 1.365 -3.959 -0.810
H 0.460 -3.533 0.652
H 1.254 -2.284 -3.071
H 2.779 -2.653 -4.954
H 5.222 -2.439 -4.638
H 6.115 -1.821 -2.412
H 4.589 -1.465 -0.521
H 2.704 -0.033 1.910
H 4.130 -0.519 3.862
H 5.078 -2.788 4.173
H 4.601 -4.558 2.515
H 3.143 -4.090 0.591
S -0.045 -0.397 2.750
C 0.558 0.482 4.062
N 0.976 1.080 4.961
O 3.962 1.258 -1.000
S 2.833 1.241 -2.213
N 1.527 0.665 -1.599
*
```

Löwdin charges, unit e, in atom order: atom 1 (V): 0.24, atom 2 (O): -0.48, atom 3 (As): 0.88, atom 4 (O): -0.45, atom 5 (O): -0.54, atom 6 (C): -0.24, atom 7 (C): -0.07, atom 8 (C): -0.08, atom 9 (C): -0.08, atom 10 (C): -0.06, atom 11 (C): -0.31, atom 12 (S): 0.86, atom 13 (O): 0.00, atom 14 (O): -0.88, atom 15 (O): -0.41, atom 16 (H): -0.02, atom 17 (H): 0.11, atom 18 (H): 0.10, atom 19 (H): 0.10, atom 20 (H): 0.11, atom 21 (C): -0.29, atom 22 (C): -0.31, atom 23 (P): 1.02, atom 24 (C): -0.35, atom 25 (C): -0.08, atom 26 (C): -0.07, atom 27 (C): -0.09, atom 28 (C): -0.09, atom 29 (C): -0.10, atom 30 (C): -0.27, atom 31 (C): -0.25, atom 32 (C): -0.23, atom 33 (C): -0.02, atom 34 (C): -0.07, atom 35 (C): -0.11, atom 36 (C): -0.32, atom 37 (P): 1.03, atom 38 (C): -0.36, atom 39 (C): -0.10, atom 40 (C): -0.09, atom 41 (C): -0.10, atom 42 (C): -0.08, atom 43 (C): -0.10, atom 44 (C): -0.36, atom 45 (C): -0.11, atom 46 (C): -0.07, atom 47 (C): -0.09, atom 48 (C): -0.09, atom 49 (C): -0.10, atom 50 (H): 0.08, atom 51 (H): 0.11, atom 52 (H): 0.06, atom 53 (H): 0.09, atom 54 (H): 0.07, atom 55 (H): 0.11, atom 56 (H): 0.10, atom 57 (H): 0.10, atom 58 (H): 0.11, atom 59 (H): 0.13, atom 60 (H): 0.14, atom 61 (H): 0.10, atom 62 (H): 0.10, atom 63 (H): 0.07, atom 64 (H): 0.08, atom 65 (H): 0.09, atom 66 (H): 0.09, atom 67 (H): 0.10, atom 68 (H): 0.10, atom 69 (H): 0.10, atom 70 (H): 0.11, atom 71 (H): 0.07, atom 72 (H): 0.11, atom 73 (H): 0.10, atom 74 (H): 0.10, atom 75 (H): 0.10, atom 76 (S): 0.82, atom 77 (C): -0.59, atom 78 (N): 0.06, atom 79 (O): -0.46, atom 80 (S): 0.82, atom 81 (N): -0.66

2.
Below is a molecular structure, C34H31F5IN5O3ReS, with properties calculated with ωB97M-V/def2-TZVPD.

Calculated values
E_tot in Eh: -3086.71284
Highest occupied orbital energy (alpha / beta) in eV: -13.25 / -13.24
M in Da: 997.822
Gap between HOMO and LUMO (alpha / beta) in eV: 6.3715 / 6.0333

Structure (ORCA input):
```
! RIJCOSX wB97M-V def2-TZVPD def2/J DEFGRID3
* xyz 2 2
Re 0.427 0.637 -0.035
C -3.778 -0.799 -0.375
O -3.319 -0.803 1.022
C -2.063 -0.445 0.992
N -1.529 -0.126 -0.135
C -2.566 -0.269 -1.186
C -2.207 -1.168 -2.350
C -1.051 -1.945 -2.399
C -0.798 -2.754 -3.507
C -1.700 -2.801 -4.557
C -2.857 -2.036 -4.503
C -3.107 -1.222 -3.409
C -1.287 -0.240 2.208
C -1.680 -0.474 3.511
C -0.823 -0.095 4.537
C 0.379 0.531 4.239
C 0.705 0.731 2.911
N -0.103 0.334 1.910
C 1.871 1.403 2.360
N 1.996 1.486 1.078
C 3.232 2.306 0.803
C 3.696 2.662 2.236
O 2.764 1.981 3.130
C 2.974 3.486 -0.097
C 2.299 4.612 0.364
C 2.059 5.682 -0.487
C 2.492 5.632 -1.807
C 3.158 4.507 -2.276
C 3.398 3.440 -1.421
H -4.657 -0.168 -0.435
H -4.031 -1.818 -0.641
H -2.755 0.736 -1.566
H -0.314 -1.882 -1.604
H 0.102 -3.360 -3.530
H -1.506 -3.430 -5.415
H -3.569 -2.072 -5.317
H -4.010 -0.620 -3.389
H -2.641 -0.933 3.709
H -1.105 -0.262 5.569
H 1.047 0.874 5.019
H 3.961 1.656 0.325
H 3.647 3.721 2.452
H 4.693 2.298 2.455
H 1.937 4.662 1.386
H 1.552 6.564 -0.113
H 2.324 6.478 -2.465
H 3.500 4.462 -3.304
H 3.937 2.571 -1.788
F -1.388 6.496 -2.778
C -0.908 5.277 -2.672
C -0.947 4.626 -1.451
F -1.455 5.217 -0.379
C -0.433 3.359 -1.379
F -0.474 2.719 -0.162
C 0.138 2.695 -2.440
S 0.864 1.098 -2.274
C 0.165 3.373 -3.650
F 0.713 2.806 -4.712
C -0.354 4.648 -3.771
F -0.307 5.278 -4.930
C 4.729 -1.375 0.117
N 3.342 -1.470 -0.330
C 3.112 -1.161 -1.740
C 2.310 -1.809 0.476
O 1.138 -1.368 0.265
N 2.523 -2.647 1.497
C 3.561 -3.683 1.477
C 1.529 -2.808 2.555
H 5.165 -0.474 -0.318
H 5.339 -2.220 -0.204
H 4.776 -1.293 1.201
H 3.660 -1.869 -2.366
H 3.457 -0.153 -1.978
H 2.056 -1.241 -1.974
H 3.942 -3.831 0.471
H 3.110 -4.621 1.803
H 4.384 -3.449 2.152
H 0.853 -1.962 2.569
H 2.044 -2.887 3.512
H 0.944 -3.713 2.396
I -2.018 -4.113 -0.380
*
```

Löwdin charges, unit e, in atom order: atom 1 (Re): 1.27, atom 2 (C): -0.03, atom 3 (O): 0.06, atom 4 (C): -0.33, atom 5 (N): 0.01, atom 6 (C): -0.20, atom 7 (C): -0.24, atom 8 (C): -0.22, atom 9 (C): -0.09, atom 10 (C): -0.05, atom 11 (C): -0.04, atom 12 (C): -0.02, atom 13 (C): -0.14, atom 14 (C): 0.06, atom 15 (C): 0.01, atom 16 (C): 0.06, atom 17 (C): -0.15, atom 18 (N): -0.02, atom 19 (C): -0.31, atom 20 (N): 0.03, atom 21 (C): -0.18, atom 22 (C): -0.01, atom 23 (O): 0.08, atom 24 (C): -0.20, atom 25 (C): -0.03, atom 26 (C): -0.06, atom 27 (C): -0.06, atom 28 (C): -0.05, atom 29 (C): -0.04, atom 30 (H): 0.14, atom 31 (H): 0.08, atom 32 (H): 0.16, atom 33 (H): 0.04, atom 34 (H): 0.12, atom 35 (H): 0.12, atom 36 (H): 0.12, atom 37 (H): 0.13, atom 38 (H): 0.15, atom 39 (H): 0.13, atom 40 (H): 0.14, atom 41 (H): 0.13, atom 42 (H): 0.13, atom 43 (H): 0.14, atom 44 (H): 0.12, atom 45 (H): 0.12, atom 46 (H): 0.12, atom 47 (H): 0.12, atom 48 (H): 0.11, atom 49 (F): 0.18, atom 50 (C): -0.13, atom 51 (C): -0.15, atom 52 (F): 0.15, atom 53 (C): -0.21, atom 54 (F): -0.03, atom 55 (C): -0.46, atom 56 (S): 0.79, atom 57 (C): -0.24, atom 58 (F): 0.13, atom 59 (C): -0.13, atom 60 (F): 0.17, atom 61 (C): -0.04, atom 62 (N): -0.12, atom 63 (C): -0.05, atom 64 (C): -0.46, atom 65 (O): -0.16, atom 66 (N): -0.10, atom 67 (C): -0.02, atom 68 (C): 0.00, atom 69 (H): 0.09, atom 70 (H): 0.10, atom 71 (H): 0.10, atom 72 (H): 0.11, atom 73 (H): 0.07, atom 74 (H): 0.03, atom 75 (H): 0.10, atom 76 (H): 0.10, atom 77 (H): 0.10, atom 78 (H): 0.06, atom 79 (H): 0.11, atom 80 (H): 0.10, atom 81 (I): 0.39

3.
Below is a molecular structure, C34H31N4O3S6SbW, with properties calculated with ωB97M-V/def2-TZVPD.

Calculated values
E_tot in Eh: -4454.61057
Highest occupied orbital energy (alpha / beta) in eV: -16.11 / -16.12
M in Da: 1041.649
Gap between HOMO and LUMO (alpha / beta) in eV: 6.0405 / 5.7232

Structure (ORCA input):
```
! RIJCOSX wB97M-V def2-TZVPD def2/J DEFGRID3
* xyz 3 2
W -1.018 0.031 -0.291
S -5.638 -0.491 -0.777
Sb -3.924 0.632 -1.929
S -2.837 1.452 0.096
S -2.196 -1.191 -1.805
C -5.610 -5.494 3.008
C -4.408 -4.664 2.656
C -4.557 -3.467 1.946
C -3.472 -2.700 1.585
C -2.203 -3.146 1.961
C -2.014 -4.328 2.683
C -3.128 -5.077 3.017
S -0.762 -2.337 1.522
O -0.508 -2.382 0.076
O 0.278 -2.684 2.424
N -1.054 -0.693 1.547
C -0.887 0.091 2.700
C -1.166 -0.265 3.994
C -0.909 0.664 5.023
C -0.383 1.898 4.740
C -0.091 2.262 3.402
C 0.475 3.494 3.011
C 0.738 3.720 1.684
C 0.425 2.743 0.732
N -0.101 1.571 1.063
C -0.355 1.337 2.390
H -6.495 -4.876 3.145
H -5.442 -6.068 3.917
H -5.818 -6.202 2.204
H -5.554 -3.138 1.681
H -3.617 -1.772 1.044
H -1.025 -4.648 2.980
H -3.000 -5.994 3.579
H -1.578 -1.238 4.233
H -1.128 0.389 6.045
H -0.178 2.605 5.533
H 0.702 4.244 3.759
H 1.179 4.649 1.352
H 0.595 2.928 -0.319
C -1.012 5.305 -5.848
C -0.605 4.956 -4.454
C -0.020 5.812 -3.560
C 0.308 5.329 -2.295
N 0.080 4.055 -1.930
C -0.486 3.233 -2.787
S -0.808 1.537 -2.591
N -0.829 3.690 -4.029
C 0.931 6.212 -1.266
H -0.807 6.352 -6.049
H -2.078 5.122 -5.994
H -0.458 4.696 -6.566
H 0.179 6.836 -3.839
H -1.253 3.028 -4.669
H 1.253 7.164 -1.679
H 1.784 5.705 -0.813
H 0.196 6.408 -0.481
O 0.733 -0.325 -0.996
S 1.578 -1.577 -1.508
C 2.620 -0.844 -2.714
C 3.017 -1.716 -3.719
C 3.910 -1.250 -4.675
C 4.354 0.062 -4.624
C 3.920 0.922 -3.617
C 3.046 0.477 -2.642
C 2.658 -1.882 -0.139
C 2.902 -0.932 0.842
C 3.776 -1.271 1.863
C 4.385 -2.520 1.884
C 4.121 -3.451 0.888
C 3.237 -3.143 -0.136
H 2.649 -2.735 -3.765
H 4.246 -1.911 -5.462
H 5.044 0.422 -5.376
H 4.281 1.942 -3.586
H 2.718 1.130 -1.845
H 2.437 0.045 0.817
H 3.988 -0.554 2.645
H 5.068 -2.771 2.684
H 4.590 -4.425 0.914
H 3.009 -3.878 -0.899
*
```

Löwdin charges, unit e, in atom order: atom 1 (W): 1.10, atom 2 (S): 0.13, atom 3 (Sb): 0.52, atom 4 (S): 0.07, atom 5 (S): 0.16, atom 6 (C): -0.02, atom 7 (C): -0.22, atom 8 (C): -0.01, atom 9 (C): -0.05, atom 10 (C): -0.31, atom 11 (C): -0.02, atom 12 (C): 0.01, atom 13 (S): 0.67, atom 14 (O): -0.47, atom 15 (O): -0.20, atom 16 (N): -0.28, atom 17 (C): -0.26, atom 18 (C): 0.05, atom 19 (C): 0.00, atom 20 (C): 0.03, atom 21 (C): -0.12, atom 22 (C): 0.07, atom 23 (C): 0.00, atom 24 (C): -0.09, atom 25 (N): -0.08, atom 26 (C): -0.20, atom 27 (H): 0.09, atom 28 (H): 0.09, atom 29 (H): 0.10, atom 30 (H): 0.12, atom 31 (H): 0.06, atom 32 (H): 0.13, atom 33 (H): 0.13, atom 34 (H): 0.13, atom 35 (H): 0.13, atom 36 (H): 0.14, atom 37 (H): 0.14, atom 38 (H): 0.11, atom 39 (H): 0.07, atom 40 (C): 0.03, atom 41 (C): -0.21, atom 42 (C): 0.07, atom 43 (C): -0.24, atom 44 (N): 0.11, atom 45 (C): -0.67, atom 46 (S): 0.57, atom 47 (N): 0.12, atom 48 (C): 0.00, atom 49 (H): 0.10, atom 50 (H): 0.11, atom 51 (H): 0.11, atom 52 (H): 0.14, atom 53 (H): 0.15, atom 54 (H): 0.10, atom 55 (H): 0.09, atom 56 (H): 0.11, atom 57 (O): -0.77, atom 58 (S): 1.18, atom 59 (C): -0.39, atom 60 (C): -0.06, atom 61 (C): -0.03, atom 62 (C): -0.03, atom 63 (C): -0.04, atom 64 (C): -0.06, atom 65 (C): -0.39, atom 66 (C): -0.07, atom 67 (C): -0.04, atom 68 (C): -0.03, atom 69 (C): -0.03, atom 70 (C): -0.06, atom 71 (H): 0.12, atom 72 (H): 0.13, atom 73 (H): 0.12, atom 74 (H): 0.12, atom 75 (H): 0.11, atom 76 (H): 0.10, atom 77 (H): 0.12, atom 78 (H): 0.13, atom 79 (H): 0.13, atom 80 (H): 0.13